Record 1
Computed, not measured: a cluster of 4 separate species, C30H63BrINO16P5S in total at a distorted geometry, with ωB97M-V with the def2-TZVPD basis set.

Properties
E_LUMO = -4.2974 eV
energy = -201801.750 eV
frontier orbital gap = 7.0 eV
strongest force on any atom = 2.22 eV/Å

The geometry in ORCA input format:
```
! RIJCOSX wB97M-V def2-TZVPD def2/J DEFGRID3
* xyz 1 1
C -3.509 3.470 0.189
C -4.356 2.730 -0.816
O -3.652 1.577 -1.262
C -4.493 0.566 -1.731
C -3.680 -0.686 -2.035
O -2.397 -0.340 -2.524
C -1.904 -1.171 -3.533
C -1.396 -2.521 -3.005
O -0.020 -2.732 -3.310
C 0.284 -3.860 -4.079
C 1.802 -4.114 -4.019
P 1.907 -5.895 -4.611
S 0.964 -7.201 -3.540
C 2.318 -4.064 -2.555
C 1.439 -4.554 -1.394
C 1.813 -3.989 -0.014
N 3.090 -2.788 -2.366
Br 2.145 -1.252 -1.813
C 3.704 -2.501 -3.789
I 4.250 -0.460 -3.848
C 2.760 -3.098 -4.853
C 3.660 -3.885 -5.855
C 4.685 -3.112 -6.651
C 4.421 -2.738 -7.955
C 5.356 -2.066 -8.707
C 6.600 -1.745 -8.183
C 7.646 -1.046 -8.995
C 6.867 -2.125 -6.878
C 5.927 -2.800 -6.127
P 1.802 -1.805 -5.772
O 2.612 -0.912 -6.619
H -3.933 4.458 0.356
H -2.497 3.599 -0.183
H -3.495 2.955 1.144
H -5.309 2.441 -0.371
H -4.556 3.379 -1.671
H -5.262 0.314 -0.994
H -5.022 0.880 -2.637
H -3.561 -1.257 -1.109
H -4.226 -1.308 -2.745
H -2.642 -1.326 -4.322
H -1.056 -0.664 -3.984
H -1.997 -3.333 -3.413
H -1.529 -2.540 -1.924
H -0.217 -4.730 -3.647
H -0.091 -3.778 -5.100
H 1.444 -5.821 -5.929
H 3.259 -6.207 -4.712
H 3.124 -4.809 -2.563
H 0.391 -4.356 -1.567
H 1.607 -5.620 -1.336
H 2.894 -3.881 0.089
H 1.379 -3.011 0.141
H 1.496 -4.678 0.758
H 3.930 -2.932 -1.811
H 4.632 -3.060 -3.768
H 4.219 -4.608 -5.270
H 3.022 -4.395 -6.571
H 3.463 -2.968 -8.396
H 5.133 -1.801 -9.729
H 8.260 -1.765 -9.531
H 7.224 -0.315 -9.675
H 8.319 -0.513 -8.329
H 7.832 -1.907 -6.447
H 6.214 -3.101 -5.128
H 0.875 -2.557 -6.508
H 1.070 -1.131 -4.800
C -5.386 -0.268 2.538
O -6.659 -0.171 3.191
P -7.037 -1.210 4.324
O -6.030 -2.243 4.565
O -8.471 -1.750 3.909
C -8.575 -2.520 2.707
O -7.394 -0.262 5.527
C -8.116 -0.811 6.644
H -5.449 -0.976 1.710
H -5.140 0.717 2.147
H -4.609 -0.582 3.230
H -7.745 -3.223 2.623
H -8.592 -1.855 1.843
H -9.508 -3.072 2.756
H -7.637 -1.723 6.999
H -9.146 -1.015 6.358
H -8.098 -0.061 7.428
C -2.505 2.441 5.955
O -2.195 2.669 4.566
P -1.142 1.754 3.830
O -0.511 0.721 4.650
O -0.147 2.771 3.135
C 0.665 3.597 3.992
O -1.980 1.239 2.592
C -1.271 0.657 1.495
H -1.785 2.964 6.582
H -3.498 2.845 6.126
H -2.493 1.379 6.189
H 1.053 3.023 4.833
H 0.078 4.438 4.356
H 1.494 3.969 3.400
H -0.577 -0.106 1.856
H -0.730 1.422 0.940
H -2.007 0.200 0.839
C 1.963 9.070 6.305
O 3.058 8.527 7.062
P 3.406 6.990 6.971
O 2.515 6.206 6.112
O 3.485 6.504 8.477
C 2.280 6.528 9.255
O 4.928 7.020 6.570
C 5.704 5.822 6.725
H 1.034 8.948 6.859
H 2.168 10.128 6.169
H 1.878 8.584 5.336
H 1.433 6.168 8.670
H 2.089 7.541 9.607
H 2.433 5.872 10.106
H 5.200 4.974 6.260
H 5.875 5.622 7.781
H 6.654 5.997 6.229
*
```

***

Record 2
Computed, not measured: a structure of composition C35H35MgN5O6PS at a distorted geometry, with ωB97M-V with the def2-TZVPD basis set.

Properties
E_LUMO = -2.3381 eV
energy above the lowest of the compared OMol25 structures with the same formula, charge and spin = 114.8 kJ/mol
energy = -82166.175 eV
frontier orbital gap = 8.6 eV
strongest force on any atom = 1.75 eV/Å

The geometry in ORCA input format:
```
! RIJCOSX wB97M-V def2-TZVPD def2/J DEFGRID3
* xyz 1 1
Mg 0.256 0.485 0.065
N 0.336 -1.364 3.682
C -0.756 -2.166 3.414
C -1.119 -1.878 2.136
N -0.266 -0.919 1.617
C 0.590 -0.620 2.578
C 1.656 0.388 2.400
N 1.728 1.153 1.325
C 2.834 1.967 1.492
C 3.431 1.683 2.678
N 2.673 0.674 3.246
H 0.808 -1.319 4.566
H -1.162 -2.852 4.141
H -1.938 -2.287 1.558
H 3.118 2.698 0.749
H 4.294 2.102 3.170
H 2.876 0.234 4.125
O 0.465 1.209 -1.716
P 0.677 2.324 -2.718
C 0.342 3.930 -2.025
C 1.381 4.727 -1.535
C 1.090 5.944 -0.930
C -0.230 6.363 -0.815
C -1.267 5.571 -1.295
C -0.986 4.356 -1.901
C 2.374 2.310 -3.280
C 3.237 1.347 -2.760
C 4.550 1.279 -3.220
C 4.992 2.168 -4.191
C 4.129 3.132 -4.708
C 2.820 3.203 -4.256
C -0.351 2.106 -4.158
C -0.641 0.798 -4.551
C -1.389 0.568 -5.695
C -1.849 1.642 -6.450
C -1.555 2.944 -6.069
C -0.800 3.180 -4.926
H 2.411 4.403 -1.638
H 1.893 6.567 -0.551
H -0.454 7.317 -0.349
H -2.296 5.900 -1.197
H -1.793 3.732 -2.268
H 2.873 0.662 -1.999
H 5.226 0.533 -2.821
H 6.014 2.112 -4.551
H 4.480 3.826 -5.466
H 2.145 3.952 -4.663
H -0.291 -0.031 -3.944
H -1.632 -0.445 -5.996
H -2.445 1.460 -7.338
H -1.914 3.777 -6.661
H -0.577 4.199 -4.627
C 2.005 -4.180 -2.935
C 2.377 -2.880 -2.221
S 1.222 -2.509 -0.904
O 1.496 -1.048 -0.537
C 1.971 -3.497 0.408
C 3.283 -2.901 0.923
H 2.782 -4.450 -3.649
H 1.062 -4.076 -3.479
H 1.895 -5.016 -2.237
H 2.295 -2.011 -2.879
H 3.382 -2.899 -1.793
H 2.093 -4.501 -0.011
H 1.203 -3.546 1.181
H 4.147 -3.284 0.378
H 3.420 -3.154 1.975
H 3.275 -1.813 0.830
O -2.714 2.967 1.328
C -2.333 2.096 0.564
O -1.192 1.479 0.625
C -3.266 1.718 -0.581
C -3.161 0.521 -1.282
C -3.997 0.247 -2.355
C -4.915 1.202 -2.733
C -5.067 2.387 -2.040
C -4.249 2.627 -0.946
N -5.745 0.961 -3.952
O -5.583 -0.090 -4.555
O -6.533 1.828 -4.280
H -2.424 -0.207 -0.988
H -3.946 -0.684 -2.902
H -5.819 3.095 -2.356
H -4.349 3.536 -0.362
*
```

***

Record 3
Computed, not measured: a structure of composition C47H35F3KN4O5S3Sb at a distorted geometry, with ωB97M-V with the def2-TZVPD basis set.

Properties
E_LUMO = 3.5958 eV
energy above the lowest of the compared OMol25 structures with the same formula, charge and spin = 85.8 kJ/mol
energy = -129030.024 eV
frontier orbital gap = 5.8 eV
strongest force on any atom = 1.26 eV/Å

The geometry in ORCA input format:
```
! RIJCOSX wB97M-V def2-TZVPD def2/J DEFGRID3
* xyz -2 1
K 0.339 -0.405 0.120
O 1.812 -4.143 -1.985
C 1.469 -5.131 -1.142
C 1.538 -6.453 -1.598
C 1.196 -7.496 -0.763
C 0.781 -7.246 0.542
C 0.707 -5.936 0.983
C 1.039 -4.862 0.162
C 0.917 -3.426 0.621
O 1.317 -2.545 -0.218
N 0.408 -3.280 1.812
N 0.145 -1.923 2.170
C 0.890 -1.446 3.083
C 0.749 -0.108 3.712
C 1.382 0.017 4.948
C 1.319 1.165 5.720
C 0.588 2.241 5.220
C -0.033 2.176 3.994
C 0.036 1.023 3.158
O -0.511 1.009 2.003
H 1.704 -3.308 -1.427
H 1.872 -6.616 -2.615
H 1.259 -8.514 -1.132
H 0.520 -8.062 1.204
H 0.378 -5.695 1.985
H 1.698 -2.066 3.493
H 1.936 -0.842 5.315
H 1.818 1.221 6.679
H 0.511 3.153 5.805
H -0.592 3.022 3.609
C -2.062 -3.543 -1.109
C -1.638 -2.612 -2.195
N -1.399 -1.355 -1.968
C -1.006 -0.713 -3.120
C -0.948 -1.501 -4.228
S -1.403 -3.097 -3.818
C -0.653 0.721 -3.066
C -0.425 1.542 -4.127
S 0.086 3.071 -3.569
C -0.064 2.531 -1.950
N -0.482 1.308 -1.838
C 0.378 3.323 -0.770
H -1.854 -3.067 -0.152
H -1.506 -4.480 -1.138
H -3.130 -3.757 -1.180
H -0.618 -1.227 -5.214
H -0.494 1.301 -5.173
H 0.054 4.362 -0.823
H 1.469 3.288 -0.730
H 0.004 2.845 0.136
F -5.648 6.190 -0.103
C -5.082 4.963 0.047
C -3.711 4.865 0.133
C -3.155 3.598 0.282
C -3.945 2.457 0.337
C -5.328 2.612 0.251
C -5.911 3.861 0.106
Sb -2.972 0.559 0.500
C -3.909 -0.106 2.301
C -3.749 -1.449 2.634
C -4.241 -1.967 3.822
C -4.885 -1.105 4.687
F -5.370 -1.591 5.860
C -5.040 0.236 4.414
C -4.543 0.725 3.214
C -4.424 -0.358 -0.852
C -4.445 0.117 -2.162
C -5.180 -0.505 -3.158
C -5.908 -1.631 -2.824
F -6.630 -2.255 -3.792
C -5.925 -2.139 -1.544
C -5.172 -1.492 -0.568
H -3.097 5.753 0.086
H -2.080 3.516 0.362
H -5.967 1.737 0.286
H -6.982 3.989 0.034
H -3.192 -2.115 1.983
H -4.106 -3.006 4.087
H -5.530 0.878 5.134
H -4.661 1.781 3.001
H -3.858 0.988 -2.439
H -5.182 -0.143 -4.178
H -6.507 -3.024 -1.320
H -5.191 -1.901 0.437
O 9.414 -0.296 -2.734
C 8.364 -1.171 -2.822
O 8.599 -2.325 -3.081
C 7.022 -0.601 -2.594
C 5.897 -1.362 -2.933
C 4.627 -0.852 -2.786
C 4.391 0.447 -2.290
S 2.806 1.123 -2.168
C 5.535 1.178 -1.904
C 6.806 0.675 -2.056
H 9.055 0.589 -2.612
H 6.032 -2.363 -3.319
H 3.771 -1.459 -3.055
H 5.388 2.164 -1.479
H 7.625 1.300 -1.705
*
```